1.
One molecule with the formula C22H25N3O4S at a distorted geometry, computed with the ωB97M-V functional and the def2-TZVPD basis.

The calculation puts the LUMO energy at 0.23 eV. Its energy relative to the best compared isomer or geometry (same formula, charge and spin) is 35.5 kcal per mole. As for the SMILES: CCCCNC(=S)N(Cc1ccco1)Cc1cc2cc3c(cc2[nH]c1=O)OCCO3.

```
! wB97M-V def2-TZVPD RIJCOSX def2/J DEFGRID3
* xyz 0 1
C 0.5378 6.4492 0.2279
C -0.4107 5.4850 -0.4743
C 0.1254 4.0559 -0.5259
C 1.3830 3.9242 -1.3894
N 1.8175 2.5507 -1.5018
C 2.6117 1.9614 -0.5740
N 2.8662 0.6352 -0.7147
C 3.5512 -0.1093 0.3304
C 2.6481 -1.1314 0.9363
C 2.5446 -2.4788 0.7403
C 1.4416 -2.9078 1.5177
C 0.9558 -1.7909 2.1218
O 1.6790 -0.7145 1.7786
H 0.1348 -1.6370 2.7934
H 1.0674 -3.9066 1.6095
H 3.1702 -3.0884 0.1213
H 4.4284 -0.6060 -0.0948
H 3.8702 0.6155 1.0853
C 2.3060 -0.1815 -1.7666
C 0.9594 -0.7736 -1.4258
C 0.0448 -0.1706 -0.6339
C -1.1846 -0.8052 -0.2872
C -2.1276 -0.2171 0.5586
C -3.2928 -0.8777 0.8870
C -3.5508 -2.1514 0.3418
C -2.6138 -2.7546 -0.4788
C -1.4298 -2.0964 -0.7939
N -0.4876 -2.6717 -1.6026
C 0.7145 -2.1102 -1.9654
O 1.4900 -2.7216 -2.6796
H -0.6596 -3.6056 -1.9561
H -2.8266 -3.7363 -0.8710
O -4.7099 -2.8245 0.5954
C -5.7207 -2.0255 1.1752
C -5.1324 -1.1541 2.2820
H -4.6671 -1.7973 3.0416
O -4.1723 -0.2710 1.7451
H -5.8981 -0.5322 2.7471
H -6.1718 -1.3826 0.4075
H -6.4714 -2.7137 1.5653
H -1.9493 0.7605 0.9769
H 0.2375 0.8019 -0.2028
H 2.2573 0.3849 -2.7029
H 2.9880 -1.0187 -1.9497
S 3.3132 2.8582 0.6329
H 1.2199 1.9597 -2.0590
H 1.1925 4.3005 -2.3983
H 2.2026 4.4881 -0.9429
H -0.6508 3.3968 -0.9286
H 0.3659 3.7219 0.4857
H -1.3647 5.4746 0.0581
H -0.6040 5.8360 -1.4912
H 0.0634 7.4198 0.3535
H 0.8076 6.0672 1.2095
H 1.4495 6.5895 -0.3459
*
```

Formally, the Löwdin partial charges of the atoms, in units of the elementary charge, are as follows: number 1, C, carries -0.1076; number 2, C, carries -0.2676; number 3, C, carries -0.2188; number 4, C, carries -0.2453; number 5, N, carries -0.0060; number 6, C, carries -0.7993; number 7, N, carries -0.1077; number 8, C, carries -0.1067; number 9, C, carries -0.2697; number 10, C, carries -0.0221; number 11, C, carries -0.0506; number 12, C, carries -0.1175; number 13, O, carries 0.0496; number 14, H, carries 0.1241; number 15, H, carries 0.1032; number 16, H, carries 0.1185; number 17, H, carries 0.1412; number 18, H, carries 0.0541; number 19, C, carries -0.0921; number 20, C, carries -0.1050; number 21, C, carries 0.0411; number 22, C, carries -0.1517; number 23, C, carries 0.0685; number 24, C, carries -0.1960; number 25, C, carries -0.1930; number 26, C, carries 0.0757; number 27, C, carries -0.1829; number 28, N, carries 0.1794; number 29, C, carries -0.4339; number 30, O, carries 0.0567; number 31, H, carries 0.1667; number 32, H, carries 0.1293; number 33, O, carries -0.0177; number 34, C, carries -0.1426; number 35, C, carries -0.1486; number 36, H, carries 0.1397; number 37, O, carries -0.0263; number 38, H, carries 0.1339; number 39, H, carries 0.1401; number 40, H, carries 0.1337; number 41, H, carries 0.1349; number 42, H, carries 0.1222; number 43, H, carries 0.1385; number 44, H, carries 0.1330; number 45, S, carries 0.6917; number 46, H, carries 0.1193; number 47, H, carries 0.1266; number 48, H, carries 0.0630; number 49, H, carries 0.1061; number 50, H, carries 0.0983; number 51, H, carries 0.1033; number 52, H, carries 0.1045; number 53, H, carries 0.0678; number 54, H, carries 0.0767; number 55, H, carries 0.0673

=====

2.
C22H25Si as an isolated structure at a distorted geometry, computed with the ωB97M-V functional and the def2-TZVPD basis.

The calculation puts the LUMO energy at -5.05 eV.

```
! wB97M-V def2-TZVPD RIJCOSX def2/J DEFGRID3
* xyz 1 1
C 3.4609 1.2002 -0.9593
Si 1.7208 1.1201 -1.6721
C 1.3082 2.6253 -2.7407
C 1.5187 -0.4486 -2.6636
C 2.4767 -0.3333 -3.8426
C 3.7996 -0.8133 -3.7476
C 4.6938 -0.6675 -4.8281
C 4.2724 -0.0676 -6.0101
C 2.9716 0.4099 -6.1223
C 2.0685 0.2683 -5.0505
H 0.5325 1.1212 -0.2418
H 4.2852 1.3076 -1.6811
H 3.4570 2.0546 -0.2650
H 3.6529 0.2882 -0.3845
H 1.9659 2.7886 -3.6260
H 0.2640 2.5671 -3.1158
H 1.3803 3.5072 -2.0615
H 1.7096 -1.3308 -2.0051
H 0.4476 -0.5848 -2.9565
H 4.1829 -1.3287 -2.8693
H 5.7231 -1.0217 -4.7404
H 4.9852 0.1163 -6.8031
H 2.6568 0.8998 -7.0454
H 1.0549 0.6256 -5.2229
C 0.1809 1.5489 0.7030
C 0.5037 0.7613 1.9395
C 1.8555 0.6051 2.2040
C 2.3262 0.3121 3.5130
C 1.4040 0.1791 4.5621
C 0.0075 0.1786 4.3058
C -0.4588 0.3283 2.9670
C -1.1947 2.2207 0.6202
C -1.5791 2.6036 -0.6694
C -2.7896 3.2709 -0.9132
C -3.6840 3.4374 0.1534
C -3.3215 3.1328 1.4690
C -2.0539 2.6052 1.7118
H 0.9607 2.4794 0.6247
H 2.5679 0.7804 1.3978
H 3.4112 0.2758 3.6896
H 1.7812 0.2347 5.5998
H -0.7193 0.1568 5.1280
H -1.5074 0.2399 2.7479
H -0.9314 2.3018 -1.5034
H -2.9946 3.5966 -1.9356
H -4.6231 3.9258 -0.0450
H -4.0464 3.2749 2.2974
H -1.6977 2.3833 2.7724
*
```

Formally, the Löwdin partial charges of the atoms, in units of the elementary charge, are as follows: number 1, C, carries -0.1628; number 2, Si, carries 0.8339; number 3, C, carries -0.1662; number 4, C, carries -0.2205; number 5, C, carries -0.2983; number 6, C, carries -0.0465; number 7, C, carries -0.0599; number 8, C, carries -0.0744; number 9, C, carries -0.0607; number 10, C, carries -0.0517; number 11, H, carries 0.0148; number 12, H, carries 0.0642; number 13, H, carries 0.0431; number 14, H, carries 0.0410; number 15, H, carries 0.0658; number 16, H, carries 0.0399; number 17, H, carries 0.0557; number 18, H, carries 0.1025; number 19, H, carries 0.1034; number 20, H, carries 0.1166; number 21, H, carries 0.1135; number 22, H, carries 0.1102; number 23, H, carries 0.1136; number 24, H, carries 0.1172; number 25, C, carries -0.1126; number 26, C, carries -0.1989; number 27, C, carries -0.0529; number 28, C, carries -0.0547; number 29, C, carries -0.0720; number 30, C, carries -0.0498; number 31, C, carries -0.0126; number 32, C, carries -0.1834; number 33, C, carries -0.0605; number 34, C, carries -0.0549; number 35, C, carries -0.0733; number 36, C, carries -0.0662; number 37, C, carries -0.0298; number 38, H, carries 0.1758; number 39, H, carries 0.0728; number 40, H, carries 0.1133; number 41, H, carries 0.1167; number 42, H, carries 0.1138; number 43, H, carries 0.1002; number 44, H, carries 0.0680; number 45, H, carries 0.1123; number 46, H, carries 0.1045; number 47, H, carries 0.1248; number 48, H, carries 0.1248

=====

3.
C22H26BiClO as an isolated structure at a distorted geometry, computed with the ωB97M-V functional and the def2-TZVPD basis.

The calculation puts the LUMO energy (spin up / spin down) at 4.62 / 4.62 eV. Its energy relative to the best compared isomer or geometry (same formula, charge and spin) is 39.2 kcal per mole.

```
! wB97M-V def2-TZVPD RIJCOSX def2/J DEFGRID3
* xyz -2 1
Bi -0.2709 -0.3635 0.3193
C 0.8148 -2.3685 1.8044
C -0.6309 -2.3525 1.8342
C -1.0990 -2.7568 0.5249
H -1.2844 -2.0198 2.6467
C 0.0635 -3.0453 -0.2757
C 1.2209 -2.8020 0.5128
H 2.2499 -2.9096 0.1633
H 1.4686 -2.0354 2.6161
H -2.1478 -2.8247 0.2169
H 0.0376 -3.3815 -1.3115
C 1.7498 1.3198 0.8455
C 2.5301 0.1784 0.4994
C 2.3641 -0.0729 -0.8930
H 3.1341 -0.4058 1.1911
C 1.4521 0.8895 -1.4192
C 1.0345 1.7549 -0.3341
H 0.3260 2.5813 -0.4107
H 1.6186 1.7436 1.8425
H 2.7920 -0.8826 -1.4766
H 1.1471 0.9822 -2.4536
O -1.1627 -0.6619 -1.5309
C -0.7121 -0.2679 -4.3451
C -1.9595 -0.0383 -3.6034
C -0.2037 -1.6252 -4.5602
C -0.0518 0.8765 -4.9784
C -1.7736 0.4463 -2.1247
H -2.4700 -1.0207 -3.5288
H -2.5567 0.7324 -4.1322
H -1.1638 1.3821 -2.1205
H -2.7653 0.6541 -1.6724
H -0.6926 -2.0694 -5.4464
H -0.4032 -2.2785 -3.6942
H 0.8791 -1.6261 -4.7627
H -0.4824 1.0575 -5.9781
H 1.0222 0.6982 -5.1260
H -0.1803 1.8046 -4.3983
Cl -0.9148 3.7322 2.4173
C -0.3939 2.5310 3.5376
C 0.1469 2.9119 4.7407
C 0.5821 1.9232 5.6427
C 0.4525 0.5847 5.2948
C -0.0984 0.1862 4.1191
C -0.6144 1.1550 3.2268
C -1.3235 0.8468 1.9927
H 0.2061 3.9769 4.9369
H 1.0048 2.2468 6.5764
H 0.7946 -0.1914 6.0001
H -0.2053 -0.8852 3.8451
H -2.0982 0.0515 2.0152
H -1.4328 1.6378 1.2142
*
```

Formally, the Löwdin partial charges of the atoms, in units of the elementary charge, are as follows: number 1, Bi, carries 1.9178; number 2, C, carries -0.2567; number 3, C, carries -0.3233; number 4, C, carries -0.2709; number 5, H, carries 0.0703; number 6, C, carries -0.2088; number 7, C, carries -0.2249; number 8, H, carries 0.0884; number 9, H, carries 0.0828; number 10, H, carries 0.0931; number 11, H, carries 0.0894; number 12, C, carries -0.2651; number 13, C, carries -0.2372; number 14, C, carries -0.2079; number 15, H, carries 0.0812; number 16, C, carries -0.2092; number 17, C, carries -0.2851; number 18, H, carries 0.0768; number 19, H, carries 0.0770; number 20, H, carries 0.0844; number 21, H, carries 0.0767; number 22, O, carries -0.4696; number 23, C, carries -0.4923; number 24, C, carries -0.2898; number 25, C, carries -0.1880; number 26, C, carries -0.2166; number 27, C, carries -0.3865; number 28, H, carries 0.0902; number 29, H, carries 0.0535; number 30, H, carries 0.0874; number 31, H, carries 0.0781; number 32, H, carries 0.0126; number 33, H, carries 0.0485; number 34, H, carries 0.0504; number 35, H, carries 0.0048; number 36, H, carries 0.0494; number 37, H, carries 0.0515; number 38, Cl, carries 0.6784; number 39, C, carries -0.6488; number 40, C, carries -0.1421; number 41, C, carries -0.1305; number 42, C, carries -0.1373; number 43, C, carries -0.0653; number 44, C, carries -0.3344; number 45, C, carries -0.3383; number 46, H, carries 0.0871; number 47, H, carries 0.0728; number 48, H, carries 0.0999; number 49, H, carries 0.0891; number 50, H, carries 0.0412; number 51, H, carries -0.0042

=====

Energy, respectively: -46715.6748 -31088.8335 -43638.2926 eV.